Molecular formula: C9H14N3
Method: DFT, the ωB97M-V functional and the def2-TZVPD basis

```
! wB97M-V def2-TZVPD RIJCOSX def2/J DEFGRID3
* xyz 1 1
C -3.472 -0.680 -1.147
C -2.393 -0.299 -0.422
C -0.949 -0.147 -1.002
N -0.018 0.228 -0.008
C 0.536 1.508 0.086
C 0.115 2.724 -0.203
C 1.853 0.979 0.646
C 1.296 -0.422 0.464
C 1.827 -1.191 -0.747
C 1.004 -1.295 1.801
N -2.382 -0.052 0.846
N -1.639 0.337 1.568
H -4.394 -0.744 -0.721
H -3.404 -0.842 -2.196
H -0.641 -1.227 -1.147
H -0.948 0.483 -1.942
H -0.802 2.992 -0.732
H 0.802 3.484 0.059
H 2.535 1.222 -0.114
H 2.243 1.316 1.595
H 1.013 -1.889 -0.964
H 2.736 -1.641 -0.592
H 2.101 -0.383 -1.482
H 1.945 -1.624 2.259
H 0.534 -2.227 1.598
H 0.505 -0.608 2.497
*
```

SMILES: C=C(CN1C(=C)CC1(C)C)[N+]#N
Electronic energy, Ha: -515.18955
HOMO energy, eV: -12.4
Orbital gap, eV: 7.22
Energy above the lowest of the compared OMol25 structures with the same formula, charge and spin, kcal/mol: 114.38


Molecular formula: C9H14N3
Method: DFT, the ωB97M-V functional and the def2-TZVPD basis

```
! wB97M-V def2-TZVPD RIJCOSX def2/J DEFGRID3
* xyz 1 3
C -2.828 -0.946 -0.421
C -2.744 0.104 0.484
C -1.654 -1.409 -1.040
C -1.618 0.816 0.800
C -0.507 -0.658 -0.802
C -0.498 0.465 0.078
C 1.853 -0.568 -0.842
C 0.513 2.576 -0.495
C 1.461 -1.418 1.471
N 0.703 -1.030 -1.359
N 0.807 1.228 0.108
N 2.330 -0.970 0.342
H -3.742 -1.454 -0.618
H -3.581 0.437 1.105
H -1.666 -2.367 -1.539
H -1.691 1.509 1.515
H 2.534 0.035 -1.494
H 1.418 3.259 -0.354
H 0.397 2.350 -1.576
H -0.369 3.007 -0.009
H 1.474 -0.727 2.433
H 0.411 -1.560 1.236
H 1.885 -2.364 1.771
H 0.691 -0.926 -2.444
H 3.190 -0.630 0.646
H 1.229 1.240 1.003
*
```

Electronic energy, Ha: -515.15198
HOMO energy (spin up / spin down), eV: -8.0 / -12.6
Expectation value of S²: 2.0086
Orbital gap (spin up / spin down), eV: 4.35 / 5.78
Energy above the lowest of the compared OMol25 structures with the same formula, charge and spin, kcal/mol: 101.63


Molecular formula: C9H14N4O
Method: DFT, the ωB97M-V functional and the def2-TZVPD basis

```
! wB97M-V def2-TZVPD RIJCOSX def2/J DEFGRID3
* xyz 0 1
C -2.433 -0.186 -1.838
N -2.966 -0.980 -1.007
N -2.497 -1.314 0.186
C -1.573 -0.741 1.053
O -1.408 -1.319 2.113
C -0.855 0.445 0.565
C -1.095 1.754 0.926
C 0.058 2.426 0.342
C 0.369 3.884 0.329
N 0.860 1.573 -0.286
N 0.296 0.355 -0.201
C 1.021 -0.805 -0.606
C 1.786 -1.528 0.505
C 2.578 -2.764 -0.065
H -2.997 0.145 -2.780
H -1.529 0.351 -1.571
H -2.931 -2.140 0.642
H -1.992 2.022 1.502
H -0.296 4.282 -0.315
H 0.157 4.248 1.228
H 1.310 4.099 -0.116
H 1.630 -0.607 -1.384
H 0.379 -1.460 -1.097
H 2.487 -0.756 1.038
H 1.119 -1.864 1.307
H 3.083 -2.435 -0.946
H 1.956 -3.527 -0.155
H 3.481 -3.157 0.632
*
```

SMILES: C=NNC(=O)c1cc(C)nn1CCC
Electronic energy, Ha: -645.49611
HOMO energy, eV: -9.2
Orbital gap, eV: 9.93
Energy above the lowest of the compared OMol25 structures with the same formula, charge and spin, kcal/mol: 64.59


Molecular formula: C9H14N4O
Method: DFT, the ωB97M-V functional and the def2-TZVPD basis

```
! wB97M-V def2-TZVPD RIJCOSX def2/J DEFGRID3
* xyz 0 3
C 2.761 -1.520 -1.246
C 1.244 -0.029 -0.485
C 2.464 0.043 0.195
C -0.390 -2.395 1.389
C -1.206 -0.889 0.259
C 2.922 1.048 1.185
C -2.021 0.639 -1.587
C -3.109 0.417 0.668
C -1.750 0.425 -0.105
N 1.532 -1.075 -1.325
N -0.805 -1.201 1.537
N 3.335 -0.850 -0.276
N -1.077 -1.856 -0.597
O -0.549 -2.871 0.156
H 3.080 -2.520 -1.544
H 0.049 -2.877 2.262
H 2.019 1.701 1.414
H 3.085 0.427 1.987
H 3.783 1.677 0.898
H -2.027 -0.346 -2.223
H -1.198 1.149 -1.952
H -2.893 1.283 -1.836
H -3.003 -0.334 1.380
H -3.824 0.189 0.021
H -3.424 1.316 1.122
H -1.258 1.265 0.447
H 4.344 -0.950 -0.150
H 0.815 -1.560 -1.855
*
```

Electronic energy, Ha: -645.31243
HOMO energy (spin up / spin down), eV: -4.4 / -8.3
Expectation value of S²: 2.0049
Orbital gap (spin up / spin down), eV: 5.27 / 6.84


Molecular formula: C9H14N4O3
Method: DFT, the ωB97M-V functional and the def2-TZVPD basis

```
! wB97M-V def2-TZVPD RIJCOSX def2/J DEFGRID3
* xyz 0 1
C -0.407 1.457 -3.534
C 0.088 2.110 -2.239
N -0.229 1.316 -1.068
C 0.503 0.212 -0.766
O 1.398 -0.211 -1.473
C 0.125 -0.430 0.575
N -1.202 -0.019 1.008
C 0.335 -1.960 0.500
C 0.356 -2.601 1.849
C 1.291 -3.461 2.360
N 0.876 -3.761 3.637
C -0.282 -3.065 3.842
N -0.616 -2.367 2.799
C -0.519 3.480 -2.051
O -1.249 3.801 -1.155
O -0.158 4.309 -3.039
H -0.108 2.044 -4.406
H -1.507 1.345 -3.514
H 0.075 0.493 -3.644
H 1.200 2.221 -2.270
H -0.924 1.651 -0.399
H 0.851 -0.016 1.280
H -1.369 -0.380 1.921
H -1.894 -0.467 0.433
H 1.270 -2.142 -0.009
H -0.456 -2.382 -0.115
H 2.221 -3.899 1.955
H 1.340 -4.377 4.293
H -0.801 -3.094 4.790
H -0.586 5.184 -2.834
*
```

SMILES: C[C@H](NC(=O)[C@@H](N)Cc1c[nH]cn1)C(=O)O
Electronic energy, Ha: -796.15965
HOMO energy, eV: -8.8
Orbital gap, eV: 9.52
Energy above the lowest of the compared OMol25 structures with the same formula, charge and spin, kcal/mol: 2.15